The following is a quantum chemistry calculation of a structure of composition C31H46P2Ru in a non-equilibrium geometry, from OMol25.

Last column: Mulliken charge in e.
Cartesian coordinates (Å):
Ru1 0.727 2.647 -2.447  0.33
C1 3.028 0.408 0.358  -0.15
C2 2.422 1.698 0.391  1.38
C3 1.799 0.557 2.296  0.71
C4 2.642 -0.290 1.536  0.70
C5 1.682 1.796 1.605  0.54
C6 3.906 -0.126 -0.698  -1.22
H1 4.238 0.679 -1.364  0.47
H2 3.396 -0.889 -1.306  0.11
H3 4.798 -0.598 -0.262  0.46
C7 3.002 -1.672 1.916  -1.26
H4 3.817 -2.051 1.289  0.38
H5 2.134 -2.342 1.816  -0.06
H6 3.325 -1.713 2.966  0.38
C8 1.137 0.173 3.558  -1.29
H7 1.870 -0.235 4.272  0.45
H8 0.382 -0.612 3.388  0.00
H9 0.647 1.034 4.028  0.38
C9 0.948 2.976 2.095  -1.51
H10 1.438 3.401 2.987  0.40
H11 -0.084 2.726 2.383  0.26
H12 0.919 3.766 1.336  0.34
C10 2.535 2.744 -0.659  -2.71
H13 3.442 3.357 -0.543  0.48
H14 1.683 3.463 -0.618  0.43
H15 2.600 2.297 -1.692  0.73
C11 -0.087 1.194 -3.480  0.75
C12 1.076 1.751 -4.154  -0.26
C13 0.877 2.640 -5.364  -1.11
C14 0.128 3.940 -4.987  -0.83
C15 0.124 4.182 -3.483  -0.17
C16 -0.937 3.672 -2.634  -0.53
C17 -2.040 2.831 -3.223  -0.94
C18 -1.497 1.547 -3.907  -0.99
H16 0.366 2.103 -6.178  0.36
H17 -0.888 3.950 -5.408  0.26
H18 1.870 2.908 -5.750  0.45
H19 -1.575 1.621 -5.001  0.36
H20 0.023 0.164 -3.123  -0.36
H21 1.959 1.100 -4.200  0.57
H22 -2.136 0.704 -3.604  0.43
H23 -2.723 2.540 -2.410  0.33
H24 -1.249 4.306 -1.796  0.62
H25 -2.644 3.413 -3.933  0.43
H26 0.669 4.785 -5.434  0.41
H27 0.555 5.145 -3.186  0.57
P1 -0.621 -2.307 -0.524  1.53
C19 -1.367 -3.690 -1.378  -1.47
C20 0.792 -1.720 -1.449  -1.17
P2 -1.491 -0.004 1.167  1.06
C21 -1.861 -0.985 -0.380  -1.07
C22 -2.130 1.619 0.587  -1.34
C23 -2.895 -0.560 2.214  -1.31
H28 -1.572 -4.476 -0.639  0.46
H29 -0.673 -4.066 -2.139  0.47
H30 -2.301 -3.372 -1.858  0.47
H31 0.553 -1.673 -2.521  0.64
H32 1.624 -2.418 -1.287  0.65
H33 1.090 -0.725 -1.096  -0.48
H34 -3.782 -0.703 1.581  0.43
H35 -3.079 0.216 2.970  0.45
H36 -2.634 -1.500 2.717  0.22
H37 -2.862 -1.426 -0.267  0.71
H38 -1.831 -0.352 -1.279  -0.15
H39 -2.409 2.232 1.453  0.49
H40 -3.008 1.457 -0.052  0.49
H41 -1.351 2.149 0.017  0.07
C24 -0.124 -2.734 1.098  -0.95
C25 -0.369 -3.140 2.247  0.56
C26 -0.937 -3.755 3.396  0.33
C27 -2.253 -4.272 3.310  -0.02
C28 -2.851 -4.891 4.403  -0.73
C29 -2.143 -5.024 5.603  -0.41
C30 -0.839 -4.523 5.702  -0.68
C31 -0.237 -3.892 4.611  -0.37
H42 -2.783 -4.195 2.355  0.36
H43 -3.864 -5.282 4.306  0.40
H44 -2.600 -5.533 6.452  0.40
H45 -0.283 -4.630 6.635  0.41
H46 0.789 -3.516 4.671  0.46

Highest occupied orbital energy (spin up / spin down) (eV): -12.368 / -12.305
Orbital gap (spin up / spin down) (eV): 6.156 / 5.066
E_LUMO (spin up / spin down) (eV): -6.21 / -7.24
Calculated total energy (a.u.): -1985.6323
Total charge: +2
Spin multiplicity: 5
<S²>: 6.03


The following is a quantum chemistry calculation of a structure of composition C31H47AuNO3P2S in a non-equilibrium geometry, from OMol25.

Last column: Mulliken charge in e.
Cartesian coordinates (Å):
Au1 -0.783 2.192 -2.992  0.51
C1 0.753 -0.041 2.455  0.53
C2 1.794 0.476 1.629  0.56
C3 -0.019 1.856 1.430  0.42
C4 -0.371 0.819 2.335  0.57
C5 1.321 1.639 0.987  0.68
C6 0.846 -1.178 3.393  -1.05
H1 1.586 -1.920 3.057  0.34
H2 -0.138 -1.670 3.504  0.16
H3 1.151 -0.802 4.387  0.41
C7 -1.612 0.785 3.133  -0.90
H4 -1.800 -0.231 3.497  -0.08
H5 -2.478 1.067 2.527  0.43
H6 -1.560 1.471 3.997  0.32
C8 -0.879 3.000 1.112  -1.40
H7 -0.758 3.883 1.784  0.29
H8 -1.915 2.643 1.191  0.36
H9 -0.692 3.258 0.064  0.30
C9 2.138 2.572 0.189  -1.34
H10 2.710 3.253 0.841  0.34
H11 1.533 3.185 -0.481  0.35
H12 2.841 1.994 -0.417  0.33
C10 3.165 -0.051 1.552  -1.72
H13 3.824 0.463 2.264  0.36
H14 3.581 0.093 0.554  0.46
H15 3.201 -1.119 1.797  0.39
C11 -0.899 -1.948 -1.213  0.10
C12 0.196 -2.221 -0.506  -0.70
C13 1.594 -2.511 -0.943  -0.71
C14 2.008 -1.907 -2.302  -1.08
C15 1.689 -0.458 -2.341  -0.32
C16 0.612 0.055 -2.946  -0.29
C17 -0.630 -0.677 -3.424  0.60
C18 -1.026 -1.997 -2.706  -1.18
H16 1.799 -3.590 -0.921  0.51
H17 1.489 -2.417 -3.125  0.19
H18 2.288 -2.142 -0.173  -0.02
H19 -0.440 -2.828 -3.103  0.26
H20 -1.858 -1.811 -0.663  0.52
H21 0.031 -2.483 0.537  0.51
H22 -2.089 -2.202 -2.930  0.64
H23 -1.494 0.020 -3.366  0.67
H24 0.824 1.093 -3.390  0.35
H25 -0.501 -0.872 -4.506  -0.78
H26 3.096 -2.019 -2.434  0.48
H27 2.487 0.236 -2.017  0.47
P1 -1.064 -0.709 -7.101  0.60
P2 -0.888 1.945 -8.418  0.25
C19 -1.177 -0.807 -8.976  -0.89
C20 -1.567 0.568 -9.521  -0.97
H28 -1.951 -1.555 -9.200  0.43
H29 -0.212 -1.162 -9.381  0.44
H30 -1.151 0.721 -10.524  0.48
H31 -2.664 0.675 -9.573  0.45
C21 -1.686 3.319 -9.340  -1.14
H32 -1.280 4.268 -8.964  0.38
H33 -2.770 3.277 -9.162  0.34
H34 -1.470 3.211 -10.410  0.32
C22 0.792 2.015 -9.193  -1.12
H35 0.723 1.988 -10.289  0.36
H36 1.404 1.177 -8.834  0.27
H37 1.257 2.960 -8.881  0.38
C23 -2.605 -1.671 -6.737  -1.12
H38 -2.645 -1.904 -5.662  0.20
H39 -2.629 -2.601 -7.326  0.39
H40 -3.475 -1.052 -7.004  0.35
C24 0.218 -2.030 -6.914  -1.05
H41 1.179 -1.627 -7.272  0.27
H42 -0.051 -2.916 -7.512  0.41
H43 0.314 -2.305 -5.853  0.27
O1 -3.180 -2.329 5.902  -0.67
S1 -2.514 -3.138 4.917  1.01
O2 -1.504 -4.068 5.352  -0.68
N1 -2.014 -2.286 3.613  -0.43
C25 -2.702 -2.428 2.456  0.58
O3 -2.502 -1.789 1.406  -0.69
C26 -3.774 -3.452 2.666  -0.04
C27 -4.677 -3.979 1.743  -0.30
C28 -5.605 -4.934 2.165  -0.58
C29 -5.613 -5.381 3.507  -0.44
C30 -4.676 -4.874 4.421  -0.54
C31 -3.762 -3.944 3.960  0.05
H44 -4.591 -3.643 0.708  0.43
H45 -6.317 -5.363 1.454  0.36
H46 -6.326 -6.138 3.832  0.37
H47 -4.633 -5.186 5.469  0.41

Highest occupied orbital energy (spin up / spin down) (eV): -9.942 / -9.935
Orbital gap (spin up / spin down) (eV): 3.126 / 3.118
E_LUMO (spin up / spin down) (eV): -6.82 / -6.82
Calculated total energy (a.u.): -2705.9620
Total charge: +1
Spin multiplicity: 3
<S²>: 2.00


The following is a quantum chemistry calculation of a structure of composition C31H47NO4P2W in a non-equilibrium geometry, from OMol25.

Last column: Mulliken charge in e.
Cartesian coordinates (Å):
W1 -0.671 0.394 0.987  -0.89
C1 -0.658 2.245 2.191  0.65
C2 -1.996 1.811 1.886  0.09
C3 -1.007 0.208 3.251  0.22
C4 -0.049 1.260 3.030  0.42
C5 -2.203 0.541 2.536  0.77
C6 -0.009 3.523 1.775  -1.24
H1 -0.504 3.946 0.897  0.35
H2 1.059 3.394 1.559  0.39
H3 -0.092 4.248 2.595  0.34
C7 1.311 1.384 3.626  -1.09
H4 1.970 2.048 3.058  0.46
H5 1.793 0.409 3.586  0.24
H6 1.288 1.716 4.675  0.29
C8 -0.852 -0.984 4.131  -0.75
H7 -0.969 -0.746 5.200  0.29
H8 0.153 -1.375 3.985  0.03
H9 -1.517 -1.815 3.868  0.40
C9 -3.461 -0.261 2.560  -1.07
H10 -4.029 0.005 3.461  0.34
H11 -3.273 -1.339 2.602  0.36
H12 -4.084 -0.037 1.690  0.37
C10 -2.975 2.507 1.017  -1.20
H13 -3.679 3.046 1.664  0.34
H14 -3.543 1.799 0.402  0.36
H15 -2.474 3.225 0.361  0.39
C11 1.233 1.160 -6.188  -0.31
C12 0.530 2.309 -6.046  -0.58
C13 -0.781 2.664 -6.673  -0.56
C14 -1.647 1.493 -7.181  -0.96
C15 -2.005 0.514 -6.105  -0.29
C16 -1.304 -0.557 -5.673  -0.53
C17 0.010 -1.059 -6.182  -0.41
C18 0.874 -0.058 -6.978  -1.00
H16 -0.636 3.371 -7.507  0.36
H17 -1.191 1.036 -8.066  0.34
H18 -1.363 3.219 -5.921  0.28
H19 0.418 0.155 -7.950  0.37
H20 2.216 1.090 -5.718  0.45
H21 0.981 3.127 -5.485  0.56
H22 1.824 -0.574 -7.193  0.42
H23 0.594 -1.401 -5.312  0.17
H24 -1.756 -1.200 -4.917  0.57
H25 -0.135 -1.956 -6.808  0.40
H26 -2.597 1.937 -7.519  0.40
H27 -2.986 0.708 -5.665  0.38
P1 0.401 0.960 -1.042  1.11
P2 -1.329 -1.583 -0.124  0.95
C19 0.067 -0.405 -2.268  -0.60
C20 -0.181 -1.747 -1.587  -1.21
H28 0.933 -0.447 -2.945  0.65
H29 -0.801 -0.087 -2.869  0.01
H30 -0.640 -2.467 -2.282  0.68
H31 0.746 -2.205 -1.205  0.53
C21 -1.320 -3.202 0.644  -1.18
H32 -2.053 -3.211 1.467  0.35
H33 -0.318 -3.395 1.063  0.31
H34 -1.589 -3.979 -0.098  0.48
C22 -2.979 -1.397 -0.889  -1.33
H35 -3.092 -2.125 -1.712  0.46
H36 -3.122 -0.379 -1.283  0.33
H37 -3.747 -1.585 -0.121  0.40
C23 2.183 1.204 -1.064  -1.36
H38 2.442 1.955 -0.300  0.40
H39 2.482 1.568 -2.066  0.50
H40 2.699 0.263 -0.810  0.41
C24 -0.341 2.424 -1.794  -1.20
H41 -1.439 2.378 -1.722  0.34
H42 -0.033 2.464 -2.856  0.33
H43 0.016 3.316 -1.254  0.40
O1 3.081 -2.796 2.066  -0.72
C25 2.377 -2.022 2.772  -0.21
O2 1.435 -1.280 2.357  -0.24
C26 2.640 -1.973 4.291  0.93
C27 2.077 -1.191 5.340  0.72
C28 2.482 -1.370 6.659  -1.23
C29 3.453 -2.345 6.945  -0.14
C30 4.014 -3.127 5.913  -0.59
C31 3.598 -2.926 4.622  -1.20
N1 3.866 -2.559 8.304  0.95
O3 3.328 -1.844 9.173  -0.58
O4 4.712 -3.425 8.570  -0.56
H44 1.315 -0.423 5.226  0.59
H45 2.073 -0.787 7.486  0.50
H46 4.762 -3.880 6.105  0.51
H47 3.992 -3.495 3.783  0.57

Highest occupied orbital energy (spin up / spin down) (eV): -13.343 / -13.343
Orbital gap (spin up / spin down) (eV): 3.252 / 4.331
E_LUMO (spin up / spin down) (eV): -10.09 / -9.01
Calculated total energy (a.u.): -2314.1312
Total charge: +2
Spin multiplicity: 3
<S²>: 2.19


The following is a quantum chemistry calculation of a structure of composition C31H48BClFN2O2P2Pt, from OMol25.

Last column: Mulliken charge in e.
Cartesian coordinates (Å):
Pt1 -0.125 -0.181 -0.291  2.23
C1 -2.016 3.096 -0.024  -1.64
C2 -0.544 3.208 0.383  2.54
C3 -0.084 4.667 0.323  -1.93
C4 -0.376 2.710 1.828  -1.56
P1 0.439 2.013 -0.647  -1.11
C5 2.212 2.235 -0.045  -1.69
N1 2.681 0.899 0.205  0.71
B1 1.758 -0.206 0.247  -0.06
N2 2.571 -1.358 0.539  0.59
C6 1.972 -2.657 0.692  -1.87
P2 0.204 -2.497 0.065  0.39
C7 0.239 -3.315 -1.616  2.09
C8 1.382 -2.661 -2.405  -1.82
C9 0.473 -4.827 -1.624  -1.97
C10 -1.096 -2.983 -2.295  -1.64
C11 -0.710 -3.565 1.302  2.25
C12 0.030 -4.871 1.651  -1.73
C13 -2.115 -3.944 0.828  -2.03
C14 -0.804 -2.710 2.573  -1.62
C15 3.881 -0.960 0.712  0.60
C16 5.020 -1.679 1.022  -0.80
C17 6.232 -0.994 1.131  -0.71
C18 6.300 0.376 0.933  -0.75
C19 5.156 1.114 0.620  -0.88
C20 3.951 0.447 0.510  0.38
C21 0.576 2.535 -2.441  1.93
C22 1.508 1.489 -3.074  -2.13
C23 -0.774 2.468 -3.164  -1.57
C24 1.170 3.934 -2.652  -1.77
H1 -2.638 3.584 0.732  0.57
H2 -2.333 2.054 -0.110  0.11
H3 -2.200 3.587 -0.979  0.18
H4 -0.569 5.216 1.135  0.55
H5 -0.370 5.149 -0.610  0.30
H6 0.995 4.777 0.452  0.24
H7 -1.105 3.220 2.460  0.56
H8 0.621 2.933 2.215  0.40
H9 -0.543 1.635 1.905  -0.07
H10 2.229 2.847 0.862  0.43
H11 2.817 2.747 -0.797  0.71
H12 1.953 -2.944 1.746  0.77
H13 2.505 -3.440 0.144  0.43
H14 2.362 -3.012 -2.073  0.26
H15 1.361 -1.574 -2.319  0.16
H16 1.272 -2.920 -3.462  0.68
H17 1.385 -5.110 -1.094  0.29
H18 0.582 -5.151 -2.663  0.53
H19 -0.364 -5.377 -1.198  0.34
H20 -1.283 -1.906 -2.336  0.12
H21 -1.939 -3.424 -1.766  0.28
H22 -1.081 -3.388 -3.312  0.54
H23 -0.001 -5.595 0.839  0.31
H24 -0.490 -5.320 2.502  0.56
H25 1.068 -4.734 1.951  0.25
H26 -2.082 -4.636 -0.014  0.35
H27 -2.701 -3.065 0.560  0.20
H28 -2.616 -4.462 1.652  0.59
H29 0.185 -2.483 2.983  0.26
H30 -1.356 -3.271 3.333  0.58
H31 -1.338 -1.784 2.364  0.03
H32 4.969 -2.749 1.180  0.46
H33 7.132 -1.545 1.375  0.38
H34 7.251 0.884 1.025  0.38
H35 5.209 2.185 0.469  0.47
H36 1.109 0.485 -2.928  0.31
H37 2.521 1.524 -2.669  0.27
H38 1.567 1.681 -4.149  0.67
H39 -1.283 1.525 -2.958  0.11
H40 -0.587 2.578 -4.237  0.49
H41 -1.427 3.285 -2.864  0.37
H42 2.065 4.137 -2.063  0.20
H43 0.438 4.712 -2.441  0.35
H44 1.446 4.030 -3.706  0.52
F1 -1.766 0.074 -1.660  -0.91
Cl1 -5.372 4.688 3.253  -0.28
C25 -4.919 3.148 2.550  0.50
C26 -3.848 2.452 3.081  -0.90
C27 -3.482 1.248 2.495  0.52
C28 -4.190 0.726 1.421  -0.03
C29 -5.280 1.433 0.929  -0.29
C30 -5.640 2.656 1.473  -0.71
C31 -3.796 -0.629 0.823  0.01
O1 -4.722 -1.300 0.341  -0.81
O2 -2.578 -0.920 0.891  -0.49
H45 -3.310 2.853 3.930  0.40
H46 -2.634 0.683 2.862  0.23
H47 -5.837 0.999 0.108  0.45
H48 -6.474 3.224 1.081  0.42

Highest occupied orbital energy (eV): -5.013
Orbital gap (eV): 7.405
E_LUMO (eV): 2.39
Calculated total energy (a.u.): -2857.2508
Total charge: -1


The following is a quantum chemistry calculation of a structure of composition C31H48BN6ReS3, from OMol25.

Last column: Mulliken charge in e.
Cartesian coordinates (Å):
Re1 -0.868 0.482 0.542  1.39
C1 0.789 3.251 3.716  -1.69
C2 0.026 1.932 3.815  1.87
C3 -0.694 1.812 5.166  -1.54
C4 -0.965 1.743 2.690  -0.07
C5 -1.098 2.655 1.610  0.62
C6 -2.154 2.514 0.691  -1.56
C7 -3.064 1.436 0.712  1.44
C8 -4.198 1.329 -0.262  -1.41
C9 -2.834 0.432 1.700  -1.43
C10 -1.837 0.621 2.681  -0.10
H1 1.449 3.349 4.576  0.47
H2 0.113 4.108 3.727  0.42
H3 1.418 3.303 2.825  0.28
H4 0.753 1.113 3.746  -0.50
H5 -1.496 2.547 5.252  0.41
H6 0.017 2.005 5.967  0.44
H7 -1.111 0.820 5.342  0.40
H8 -0.442 3.510 1.528  0.64
H9 -2.245 3.241 -0.106  0.45
H10 -3.994 0.579 -1.025  0.08
H11 -4.378 2.283 -0.752  0.47
H12 -5.109 1.033 0.259  0.46
H13 -3.470 -0.442 1.742  0.58
H14 -1.706 -0.153 3.426  0.25
C11 2.425 4.707 -2.825  -1.66
C12 1.653 4.134 -1.635  0.98
C13 2.129 4.744 -0.318  -1.17
C14 0.172 4.398 -1.834  -1.94
N1 1.960 2.650 -1.572  0.65
C15 3.266 2.229 -1.520  -0.37
C16 3.270 0.876 -1.552  -1.24
N2 1.969 0.454 -1.613  0.26
B1 1.688 -1.065 -1.813  0.05
N3 1.859 -1.935 -0.524  0.45
C17 2.374 -3.198 -0.669  -1.32
C18 2.487 -3.750 0.560  -0.34
N4 2.052 -2.827 1.479  0.60
C19 1.659 -1.737 0.788  -0.01
S1 1.045 -0.244 1.471  -0.30
C20 2.067 -3.193 2.959  1.05
C21 1.056 -4.323 3.137  -1.46
C22 1.699 -2.021 3.856  -2.12
C23 3.488 -3.644 3.296  -1.57
N5 0.363 -1.428 -2.538  0.70
C24 0.386 -1.676 -3.886  -1.05
C25 -0.840 -2.115 -4.251  -0.61
N6 -1.627 -2.156 -3.128  0.53
C26 -0.877 -1.708 -2.095  0.08
S2 -1.433 -1.486 -0.441  -0.41
C27 -3.081 -2.596 -3.225  1.10
C28 -3.166 -3.683 -4.298  -1.88
C29 -3.883 -1.365 -3.636  -1.14
C30 -3.589 -3.179 -1.911  -1.75
C31 1.180 1.549 -1.593  0.14
S3 -0.557 1.325 -1.618  -0.37
H15 2.189 5.766 -2.917  0.46
H16 2.138 4.215 -3.755  0.39
H17 3.504 4.630 -2.701  0.42
H18 1.907 5.810 -0.313  0.47
H19 3.204 4.632 -0.178  0.42
H20 1.622 4.282 0.534  0.05
H21 0.038 5.473 -1.937  0.60
H22 -0.411 4.072 -0.976  0.19
H23 -0.216 3.930 -2.738  0.48
H24 4.088 2.921 -1.500  0.61
H25 4.096 0.187 -1.586  0.71
H26 2.556 -1.437 -2.539  -0.15
H27 2.641 -3.588 -1.635  0.70
H28 2.848 -4.719 0.850  0.61
H29 0.050 -3.999 2.863  0.33
H30 1.043 -4.626 4.183  0.45
H31 1.313 -5.202 2.547  0.40
H32 0.665 -1.703 3.720  0.37
H33 2.375 -1.175 3.733  0.40
H34 1.796 -2.365 4.885  0.74
H35 3.782 -4.548 2.767  0.43
H36 3.536 -3.869 4.360  0.45
H37 4.213 -2.858 3.083  0.39
H38 1.282 -1.551 -4.467  0.68
H39 -1.197 -2.422 -5.216  0.57
H40 -2.994 -3.305 -5.304  0.49
H41 -4.176 -4.088 -4.289  0.48
H42 -2.476 -4.502 -4.094  0.44
H43 -3.548 -0.973 -4.596  0.39
H44 -3.795 -0.576 -2.888  -0.02
H45 -4.935 -1.631 -3.729  0.46
H46 -2.910 -3.930 -1.506  0.42
H47 -4.537 -3.673 -2.116  0.55
H48 -3.786 -2.419 -1.158  0.35

Highest occupied orbital energy (spin up / spin down) (eV): -16.539 / -16.623
Orbital gap (spin up / spin down) (eV): 5.948 / 6.006
E_LUMO (spin up / spin down) (eV): -10.59 / -10.62
Calculated total energy (a.u.): -2835.5518
Total charge: +3
Spin multiplicity: 2
<S²>: 0.77